(1)
Below is one molecule with the formula C7H12N2O3 in a non-equilibrium geometry, with properties calculated with ωB97M-V/def2-TZVPD.

Element x y z (Å)
O  -1.7491  -1.3694  -0.8169
O  -3.7780  -0.5344  -0.0745
O  0.7839  2.1898  -0.9945
N  0.8431  -1.0899  0.4514
N  -1.0595  1.3666  0.1206
C  2.9653  -0.7005  -0.3778
C  1.1294  0.3987  0.6808
C  -2.3578  -0.6208  -0.0731
C  1.9756  -1.8560  -0.0773
C  0.3039  1.3934  -0.1788
C  -1.6837  0.4333  0.9316
C  2.6767  0.5548  0.4053
H  2.3883  -2.4449  0.7505
H  4.1317  -1.1487  -0.3496
H  0.8190  0.6914  1.6985
H  2.7620  1.3959  -0.2283
H  -0.9979  0.0566  1.7846
H  3.2168  0.8783  1.3857
H  -1.4558  1.7793  -0.6635
H  2.9274  -0.4525  -1.4747
H  1.9626  -2.6860  -0.7936
H  -4.0216  0.3710  -0.2420
H  -2.5237  0.8988  1.5118
H  0.1953  -1.1822  -0.1600

Results
LUMO energy: 0.32 eV
Charge: 0
SMILES: O=C(O)CNC(=O)[C@@H]1CCCN1
Energy above the lowest of the compared OMol25 structures with the same formula, charge and spin: 66.25 kcal/mol
E_HOMO: -8.8920 eV
HOMO-LUMO gap: 9.21 eV

---

(2)
Below is C37H44F3N6NaOP2 as an isolated structure, with properties calculated with ωB97M-V/def2-TZVPD.

Element x y z (Å)
P  -2.6128  0.1646  -3.0823
P  1.1718  -0.1184  1.9671
Na  -0.2670  0.5002  -0.4017
F  1.6124  -6.7420  1.7476
F  0.1484  -6.3803  3.2944
F  -0.4451  -7.3225  1.4485
O  -2.1627  0.1237  -1.6759
N  -2.3681  1.5904  -3.8759
N  -1.8578  -0.9991  -3.9787
N  2.6790  2.8789  -1.8831
N  1.1048  1.0344  -2.3393
N  -0.5768  -2.5136  0.3674
N  -4.2587  -0.0418  -3.1518
C  -0.1359  0.1127  3.2293
C  1.8260  4.9709  1.4183
C  0.6303  -3.0442  0.2041
C  3.4776  -3.8183  3.4960
C  2.2629  -3.4881  4.0745
C  2.2158  1.3511  2.2530
C  -1.4427  -0.2315  2.8993
C  -0.8844  0.7297  5.4359
C  2.1220  -1.4940  2.7145
C  -0.7338  -1.7701  -3.4801
C  3.3653  1.3727  2.9968
C  -1.2315  -4.4816  1.5547
C  1.6897  2.5506  1.6519
C  0.9912  -4.2950  0.6859
C  0.1336  0.5969  4.5041
C  -2.1847  0.3787  5.0995
C  -2.4644  -0.1016  3.8279
C  3.3446  -1.8447  2.1307
C  0.0369  -5.0152  1.3789
C  4.0638  2.5867  3.1902
C  1.5914  -2.3335  3.6893
C  0.0248  3.6958  0.4333
C  3.5741  3.7503  2.6720
C  0.4890  2.4691  0.8698
C  3.8836  2.6292  -1.1029
C  -2.4275  -1.4848  -5.2184
C  -2.9268  2.8056  -3.3141
C  4.0214  -2.9865  2.5234
C  -1.4130  1.8054  -4.9418
C  -1.4868  -3.2300  1.0231
C  0.3474  -6.3640  1.9643
C  -5.1167  0.3884  -4.2347
C  2.3743  3.7626  1.9137
C  -4.8799  -1.0008  -2.2554
C  1.8449  1.9024  -2.1306
C  0.6615  4.9317  0.7044
C  2.4528  4.1995  -2.4392
H  4.9750  2.5910  3.7758
H  3.9739  3.4020  -0.3409
H  -3.5478  3.3302  -4.0483
H  1.8309  -4.1319  4.8305
H  -5.7986  -0.5795  -1.8384
H  -0.6651  1.1109  6.4250
H  -2.1276  3.4806  -2.9921
H  3.7698  -1.2121  1.3587
H  1.4394  4.2553  -2.8298
H  2.5591  4.9411  -1.6456
H  -6.0048  0.8863  -3.8339
H  -4.5942  1.0910  -4.8806
H  -2.0005  -5.0174  2.0934
H  2.3267  5.9097  1.6309
H  4.9723  -3.2333  2.0674
H  -0.2840  -1.2702  -2.6295
H  3.7878  1.6706  -0.5987
H  1.1478  0.8790  4.7634
H  1.9928  -4.6711  0.5433
H  -4.2036  -1.2281  -1.4338
H  3.1618  4.4158  -3.2427
H  0.0284  -1.8554  -4.2598
H  3.9985  -4.7181  3.7971
H  0.2213  5.8595  0.3505
H  -1.6411  -1.6104  -5.9687
H  4.7697  2.6240  -1.7431
H  -0.8850  3.7500  -0.1663
H  -2.4648  -2.7769  1.1421
H  -2.9282  -2.4508  -5.0870
H  -5.1363  -1.9297  -2.7785
H  1.3590  -2.4358  -0.3194
H  0.6438  -2.0899  4.1546
H  3.7410  0.4678  3.4571
H  -0.9256  0.8721  -5.2103
H  -3.5367  2.5746  -2.4422
H  -1.0444  -2.7771  -3.1818
H  -3.1507  -0.7768  -5.6209
H  -3.4789  -0.3671  3.5586
H  -1.6619  -0.6004  1.9035
H  4.0922  4.6867  2.8502
H  -2.9792  0.4853  5.8273
H  -0.6361  2.5075  -4.6230
H  -5.4559  -0.4595  -4.8425
H  -1.9044  2.2198  -5.8295

Results
LUMO energy: 0.22 eV
Charge: 0
E_HOMO: -6.3537 eV
HOMO-LUMO gap: 6.58 eV

---

(3)
Below is C13H24BF4N2OReSi as an isolated structure, with properties calculated with ωB97M-V/def2-TZVPD.

Element x y z (Å)
Re  0.0088  -0.3682  -0.0981
Si  2.9800  -0.7166  1.5405
F  -0.4837  -2.3648  -1.7385
F  1.2213  -2.2440  -3.2503
F  0.1559  0.1213  -1.9171
F  -0.9336  -1.7903  -3.9033
O  -1.1088  -1.4332  0.8234
N  0.0081  1.6035  0.4469
N  1.5068  0.1547  1.0010
C  1.6588  2.5531  1.8814
C  0.9452  3.7437  1.7933
C  2.9900  -0.7137  3.3987
C  -1.9920  -1.3959  2.0057
C  -0.2168  3.8449  1.0375
C  -1.0847  -1.3701  3.2225
C  1.1388  1.4912  1.1749
C  2.7681  -2.4152  0.8207
C  4.4433  0.1947  0.8485
C  -1.8983  2.7510  -0.5310
C  -2.8173  -2.6645  1.9308
C  -0.6919  2.7421  0.3453
C  -2.8499  -0.1489  1.9074
B  -0.0545  -2.1021  -2.9912
H  -2.2332  0.7511  1.9554
H  4.4898  1.2266  1.2028
H  1.3039  4.6153  2.3253
H  -0.4750  -0.4634  3.2344
H  -1.6813  -1.3911  4.1343
H  2.5635  2.4617  2.4635
H  3.6020  -3.0642  1.0941
H  -3.4265  -0.1483  0.9814
H  -2.1743  -3.5436  1.9602
H  3.8751  -1.2401  3.7634
H  2.7298  -2.3748  -0.2711
H  2.1122  -1.2120  3.8140
H  4.4253  0.2133  -0.2425
H  -3.4044  -2.6860  1.0131
H  -0.4282  -2.2412  3.2245
H  1.8515  -2.8882  1.1825
H  -2.5681  1.9294  -0.2748
H  -0.7524  4.7807  0.9753
H  -2.4382  3.6895  -0.4380
H  5.3682  -0.2961  1.1597
H  -1.5979  2.6194  -1.5720
H  -3.5490  -0.1203  2.7430
H  3.0274  0.2991  3.8062
H  -3.5000  -2.7071  2.7793

Results
LUMO energy (alpha / beta): -3.80 / -4.29 eV
Charge: +1
Energy above the lowest of the compared OMol25 structures with the same formula, charge and spin: 2.29 kcal/mol
E_HOMO (alpha / beta): -12.2124 / -12.2395 eV
2S+1: 2
HOMO-LUMO gap (alpha / beta): 8.41 / 7.95 eV

---

(4)
Below is C8H15NOS as an isolated structure in a non-equilibrium geometry, with properties calculated with ωB97M-V/def2-TZVPD.

Element x y z (Å)
S  -0.2219  0.6229  1.9488
O  -1.1037  -0.5060  2.3328
N  -0.8579  1.9802  1.7214
C  -0.9828  0.1674  -0.7226
C  -0.1533  -2.5057  -0.0152
C  0.4315  -0.1115  -0.2079
C  -1.8774  2.0695  0.7158
C  0.7658  -1.5145  -0.2510
C  -1.4193  1.6377  -0.6798
C  2.1116  -2.0921  -0.6304
C  1.5649  0.8642  -0.5998
H  2.5017  0.4220  -0.2686
H  -1.8205  -0.4929  -0.1785
H  1.4951  1.5904  0.1926
H  0.4424  1.0331  3.0788
H  -1.2435  -2.5198  0.1388
H  0.1952  -3.5081  -0.0753
H  -2.2866  1.7551  -1.3075
H  -0.9443  -0.0784  -1.7817
H  -2.2534  3.1386  0.8079
H  -2.7428  1.4163  0.9935
H  2.2857  -3.1033  -0.3020
H  2.8906  -1.4545  -0.2976
H  -0.6064  2.2478  -1.2581
H  2.1271  -2.2056  -1.6878
H  1.7023  1.1471  -1.6665

Results
LUMO energy (alpha / beta): -0.74 / -0.74 eV
Charge: 0
Energy above the lowest of the compared OMol25 structures with the same formula, charge and spin: 131.00 kcal/mol
E_HOMO (alpha / beta): -7.8276 / -7.8270 eV
HOMO-LUMO gap (alpha / beta): 7.09 / 7.09 eV

---

Number 1: molar mass 172.184 g/mol, calculated total energy -609.08264 a.u.. Number 2: molar mass 730.732 g/mol, calculated total energy -2984.78180 a.u.. Number 3: molar mass 525.445 g/mol, calculated total energy -1486.65535 a.u.. Number 4: molar mass 173.281 g/mol, calculated total energy -841.81412 a.u..